{"formula": "C6H11N2", "method": "ωB97M-V with the def2-TZVPD basis set", "lumo_ev": -4.56, "smiles": "[NH2+]=C[C@@H]1C[C@@H]2CN[C@@H]21", "molar_mass_g_mol": 111.17, "total_charge": 1, "homo_lumo_gap_ev": 9.0, "e_above_lowest_kj_mol": 349.88, "elements": ["N", "C", "C", "C", "C", "C", "N", "C", "H", "H", "H", "H", "H", "H", "H", "H", "H", "H", "H"], "xyz": [[-0.59, -0.46, -2.08], [-1.12, -1.07, -1.08], [-0.30, -1.22, 0.15], [-0.89, -0.45, 1.36], [0.46, 0.45, 1.30], [0.39, 1.55, 0.22], [1.19, 0.72, -0.70], [1.04, -0.46, 0.19], [-0.91, -0.64, -2.98], [0.33, 0.10, -1.95], [-2.09, -1.61, -1.12], [0.02, -2.13, 0.57], [-1.08, -0.86, 2.30], [-1.77, 0.09, 1.07], [0.85, 0.55, 2.28], [-0.60, 1.63, -0.15], [0.78, 2.66, 0.36], [2.13, 1.07, -0.87], [1.88, -1.08, 0.30]], "nbo_charge": [-0.6181, 0.3208, -0.3607, -0.3743, -0.2061, -0.2241, -0.6655, -0.0385, 0.4208, 0.4617, 0.2400, 0.2967, 0.2388, 0.2031, 0.2408, 0.1860, 0.2420, 0.4137, 0.2232]}

{"formula": "C15H18BF2N6OTc", "method": "ωB97M-V with the def2-TZVPD basis set", "lumo_ev": -0.95, "molar_mass_g_mol": 445.16, "homo_lumo_gap_ev": 4.6, "e_above_lowest_kj_mol": 137.63, "elements": ["Tc", "F", "B", "F", "O", "N", "C", "C", "C", "C", "C", "H", "H", "H", "H", "H", "N", "C", "N", "N", "C", "N", "H", "H", "H", "H", "C", "C", "C", "C", "C", "C", "C", "C", "N", "H", "H", "H", "H", "H", "H", "H", "H", "H"], "xyz": [[-0.03, 0.69, 1.04], [-1.55, 3.34, 1.79], [-0.99, 2.18, 2.15], [-0.98, 2.15, 3.51], [0.85, 0.17, 2.51], [1.54, -0.26, 3.52], [1.05, -1.27, 4.32], [1.75, -1.68, 5.41], [2.97, -1.09, 5.74], [3.46, -0.08, 4.90], [2.75, 0.32, 3.81], [0.10, -1.68, 4.01], [1.34, -2.48, 6.02], [3.52, -1.41, 6.61], [4.41, 0.39, 5.11], [3.07, 1.08, 3.12], [0.02, -2.77, -2.83], [1.24, -3.23, -2.46], [1.79, -4.24, -3.16], [1.89, -2.80, -1.42], [1.52, -1.85, -0.64], [1.31, -1.02, 0.13], [-0.43, -3.10, -3.66], [-0.41, -2.03, -2.31], [1.46, -4.48, -4.08], [2.74, -4.49, -2.93], [0.38, 2.98, -2.13], [-0.94, 2.37, -2.45], [-1.65, 2.74, -3.58], [-2.89, 2.19, -3.87], [-3.43, 1.24, -3.01], [-2.76, 0.84, -1.87], [-3.36, -0.16, -0.93], [-1.49, 1.41, -1.56], [-0.85, 1.08, -0.45], [0.66, 3.71, -2.89], [1.15, 2.21, -2.07], [0.34, 3.47, -1.15], [-1.23, 3.49, -4.24], [-3.43, 2.50, -4.75], [-4.39, 0.82, -3.23], [-4.33, -0.49, -1.29], [-3.48, 0.28, 0.06], [-2.71, -1.03, -0.81]], "nbo_charge": [0.1048, -0.5385, 0.9549, -0.5589, -0.4496, 0.1060, 0.0312, -0.2267, -0.1534, -0.2161, 0.0270, 0.2539, 0.2417, 0.2334, 0.2410, 0.2551, -0.7948, 0.6529, -0.7850, -0.6407, 0.4999, -0.4914, 0.4033, 0.4316, 0.3955, 0.4177, -0.6325, -0.0202, -0.2202, -0.2216, -0.2271, -0.0249, -0.6314, 0.1670, -0.5009, 0.1999, 0.2219, 0.2417, 0.2006, 0.2044, 0.1986, 0.2006, 0.2405, 0.2088]}

{"formula": "C44H121N11O11", "method": "ωB97M-V with the def2-TZVPD basis set", "lumo_ev": [1.96, 1.93], "molar_mass_g_mol": 980.52, "s2": 0.751, "multiplicity": 2, "total_charge": -1, "homo_lumo_gap_ev": [1.4, 8.8], "e_above_lowest_kj_mol": 238.75, "elements": ["C", "C", "C", "O", "C", "N", "H", "H", "H", "H", "H", "H", "H", "H", "H", "H", "H", "C", "C", "C", "O", "C", "N", "H", "H", "H", "H", "H", "H", "H", "H", "H", "H", "H", "C", "C", "C", "O", "C", "N", "H", "H", "H", "H", "H", "H", "H", "H", "H", "H", "H", "C", "C", "C", "O", "C", "N", "H", "H", "H", "H", "H", "H", "H", "H", "H", "H", "H", "C", "C", "C", "O", "C", "N", "H", "H", "H", "H", "H", "H", "H", "H", "H", "H", "H", "C", "C", "C", "O", "C", "N", "H", "H", "H", "H", "H", "H", "H", "H", "H", "H", "H", "C", "C", "C", "O", "C", "N", "H", "H", "H", "H", "H", "H", "H", "H", "H", "H", "H", "C", "C", "C", "O", "C", "N", "H", "H", "H", "H", "H", "H", "H", "H", "H", "H", "H", "C", "C", "C", "O", "C", "N", "H", "H", "H", "H", "H", "H", "H", "H", "H", "H", "H", "C", "C", "C", "O", "C", "N", "H", "H", "H", "H", "H", "H", "H", "H", "H", "H", "H", "C", "C", "C", "O", "C", "N", "H", "H", "H", "H", "H", "H", "H", "H", "H", "H", "H"], "xyz": [[-2.14, 5.10, 0.48], [-1.64, 5.83, 1.71], [-0.96, 7.16, 1.33], [-0.53, 7.98, 2.44], [0.16, 7.30, 3.51], [-2.79, 6.12, 2.49], [-1.35, 4.45, 0.10], [-2.47, 5.77, -0.32], [-2.93, 4.39, 0.70], [-1.07, 5.23, 2.42], [-1.52, 7.79, 0.64], [0.04, 6.98, 0.94], [0.58, 7.97, 4.25], [1.02, 6.72, 3.18], [-0.55, 6.66, 4.03], [-3.42, 6.64, 1.91], [-2.66, 6.81, 3.22], [-3.64, -3.61, -5.40], [-3.21, -2.32, -4.63], [-4.29, -1.24, -4.72], [-4.75, -0.96, -6.01], [-4.12, 0.09, -6.70], [-3.01, -2.71, -3.24], [-2.80, -4.29, -5.43], [-3.99, -3.49, -6.43], [-4.41, -4.08, -4.79], [-2.32, -1.83, -5.01], [-3.99, -0.38, -4.12], [-5.13, -1.60, -4.12], [-4.29, 1.05, -6.21], [-4.70, 0.27, -7.61], [-3.03, 0.04, -6.72], [-2.90, -3.70, -3.13], [-2.19, -2.35, -2.78], [-5.24, 2.07, 2.47], [-4.02, 1.48, 1.69], [-4.01, 1.52, 0.15], [-2.88, 0.79, -0.38], [-2.94, 0.62, -1.79], [-2.87, 2.23, 2.06], [-5.31, 3.16, 2.46], [-4.99, 1.80, 3.49], [-6.20, 1.58, 2.30], [-3.82, 0.44, 1.96], [-4.20, 2.55, -0.16], [-4.93, 1.09, -0.25], [-3.18, 1.43, -2.47], [-3.71, -0.13, -1.98], [-1.99, 0.19, -2.10], [-2.85, 3.23, 1.93], [-2.09, 1.94, 1.49], [-3.61, -1.36, 5.80], [-2.58, -2.09, 5.02], [-1.21, -1.98, 5.80], [-0.21, -1.49, 4.90], [0.69, -2.52, 4.48], [-3.15, -3.42, 4.94], [-3.74, -1.67, 6.84], [-4.52, -1.46, 5.21], [-3.32, -0.31, 5.83], [-2.35, -1.61, 4.07], [-0.97, -2.92, 6.29], [-1.32, -1.16, 6.51], [1.19, -2.89, 5.37], [1.49, -2.13, 3.86], [0.22, -3.37, 3.98], [-3.28, -3.66, 3.97], [-2.49, -4.16, 5.15], [0.03, 0.53, 2.05], [0.61, 0.68, 0.73], [0.40, -0.57, -0.08], [0.65, -0.38, -1.52], [0.95, -1.66, -2.13], [-0.12, 1.75, 0.04], [-1.03, 0.29, 1.93], [0.19, 1.27, 2.84], [0.36, -0.40, 2.51], [1.66, 0.98, 0.78], [-0.64, -0.90, -0.06], [1.18, -1.24, 0.30], [1.37, -1.38, -3.10], [0.00, -2.18, -2.22], [1.55, -2.41, -1.61], [0.10, 1.70, -0.94], [-1.09, 1.48, 0.12], [0.42, 1.93, 6.37], [0.58, 3.38, 6.16], [1.31, 4.28, 7.12], [0.86, 5.53, 7.01], [1.39, 6.45, 7.95], [0.83, 3.62, 4.73], [-0.37, 1.49, 5.76], [0.16, 1.67, 7.40], [1.33, 1.43, 6.06], [-0.46, 3.63, 6.39], [2.40, 4.22, 7.04], [1.10, 3.86, 8.10], [0.79, 7.37, 7.99], [2.41, 6.69, 7.64], [1.62, 5.96, 8.90], [0.78, 4.63, 4.64], [0.00, 3.31, 4.25], [0.64, -8.66, -5.39], [1.97, -8.07, -4.93], [1.76, -7.12, -3.64], [0.80, -6.06, -3.89], [0.11, -5.36, -2.84], [2.87, -9.20, -4.68], [0.06, -9.05, -4.55], [0.76, -9.48, -6.10], [-0.05, -7.92, -5.78], [2.40, -7.41, -5.68], [2.68, -6.57, -3.45], [1.52, -7.56, -2.67], [-0.51, -6.02, -2.24], [-0.54, -4.66, -3.36], [0.67, -4.70, -2.18], [3.86, -9.01, -4.66], [2.73, -9.65, -5.57], [2.61, 1.90, -3.66], [1.55, 1.88, -4.77], [2.02, 2.03, -6.18], [2.96, 3.11, -6.33], [2.47, 4.43, -6.64], [0.71, 0.75, -4.55], [3.53, 1.41, -4.01], [2.21, 1.38, -2.79], [2.84, 2.87, -3.22], [0.82, 2.68, -4.61], [1.12, 2.23, -6.76], [2.28, 1.11, -6.70], [2.06, 4.88, -5.73], [1.66, 4.42, -7.36], [3.30, 4.98, -7.08], [0.25, 0.76, -3.66], [1.31, -0.06, -4.54], [-3.26, -2.38, 0.76], [-3.24, -3.82, 1.11], [-1.87, -4.41, 1.51], [-0.98, -4.30, 0.46], [0.33, -4.42, 0.78], [-4.27, -4.04, 2.10], [-3.10, -1.70, 1.61], [-4.19, -2.12, 0.27], [-2.53, -2.27, -0.04], [-3.49, -4.35, 0.19], [-2.06, -5.43, 1.85], [-1.48, -3.88, 2.38], [0.93, -4.45, -0.13], [0.51, -5.33, 1.35], [0.75, -3.59, 1.36], [-4.50, -5.02, 2.24], [-5.13, -3.65, 1.75], [5.68, 0.14, -3.36], [5.02, -0.96, -2.50], [4.68, -2.19, -3.31], [3.46, -2.06, -4.06], [3.15, -3.31, -4.65], [5.71, -1.27, -1.30], [6.75, -0.05, -3.29], [5.46, 1.14, -3.00], [5.49, 0.14, -4.43], [4.01, -0.66, -2.22], [4.56, -3.01, -2.60], [5.48, -2.37, -4.03], [3.02, -4.08, -3.89], [3.89, -3.74, -5.33], [2.20, -3.13, -5.15], [4.86, -1.41, -0.77], [6.07, -0.38, -1.00], [3.79, 0.94, 2.93], [4.10, 2.34, 3.09], [3.47, 3.30, 2.11], [4.05, 3.17, 0.83], [3.20, 3.68, -0.24], [3.96, 2.74, 4.47], [4.38, 0.24, 3.53], [3.70, 0.62, 1.90], [2.83, 0.88, 3.44], [5.17, 2.49, 2.96], [3.57, 4.29, 2.56], [2.39, 3.15, 2.05], [2.99, 4.74, -0.10], [2.29, 3.10, -0.29], [3.67, 3.61, -1.22], [3.04, 2.53, 4.82], [4.12, 3.72, 4.66]], "mulliken_spin": [0.0185, -0.0618, 0.0249, -0.0101, 0.0029, 0.0180, 0.0141, -0.0064, 0.0159, -0.0080, 0.0012, 0.0044, 0.0027, 0.0063, 0.0000, -0.0070, 0.0010, 0.0233, -0.0281, -0.0514, -0.0425, 0.0525, -0.0888, 0.0516, -0.0104, -0.0037, 0.0016, 0.0635, -0.0095, -0.0028, -0.0041, -0.0042, -0.0015, 0.0323, 0.0328, -0.0765, 0.0928, -0.1395, 0.0786, 0.0220, -0.0039, 0.0104, -0.0083, -0.0133, 0.0334, 0.0150, 0.0315, 0.0263, 0.0463, -0.0059, -0.0015, 0.0046, -0.1126, 0.0646, -0.3194, 0.5946, 0.0427, -0.0032, -0.0005, 0.0069, -0.0086, -0.0151, 0.0381, -0.0861, 0.0839, -0.0550, -0.0062, -0.0092, -0.1882, -0.2249, -0.4371, 0.2002, -0.0926, -0.0031, 0.0328, -0.0102, 0.0511, 0.1950, 0.0620, 0.1684, -0.0948, -0.0345, -0.0299, 0.0208, -0.0279, -0.0350, -0.0073, 0.0118, -0.0128, 0.0118, -0.0116, 0.0173, -0.0104, 0.0195, 0.0031, -0.0001, 0.0020, -0.0003, -0.0017, 0.0008, 0.0051, 0.0022, 0.0194, -0.0291, 0.3722, -0.2395, -0.7615, -0.0486, 0.0026, -0.0184, 0.0099, 0.0770, 0.1759, 0.0329, -0.0129, 0.2177, 0.1494, -0.0235, -0.0022, -0.0416, 0.0371, 0.0059, -0.0398, 0.0309, -0.0779, -0.0013, -0.0127, 0.0600, -0.0037, 0.0090, 0.0277, -0.0108, -0.0004, -0.0027, 0.0253, 0.0317, 0.0323, 0.0403, -0.1020, -0.7018, 1.2987, -0.0959, 0.0256, -0.0200, -0.0015, 0.2570, 0.0174, 0.2447, -0.1060, -0.2462, 0.1478, -0.0193, -0.0589, 0.0283, -0.3539, 0.6085, -0.4706, 0.2344, 0.2378, -0.0265, 0.0100, 0.0451, -0.0232, -0.0804, 0.0138, 0.1385, 0.0197, 0.0220, -0.0613, -0.0844, 0.1345, -0.0498, 0.0406, -0.0483, 0.0088, 0.0037, -0.0222, -0.0238, 0.0759, -0.0108, 0.0043, 0.0000, -0.0077, 0.0357, -0.0035, -0.0005, -0.0003]}